DFT (the ωB97M-V functional and the def2-TZVPD basis) results for a single C5H6O molecule in a non-equilibrium geometry.

## Properties
Kohn-Sham gap in eV: 10.3
Energy above the lowest of the compared OMol25 structures with the same formula, charge and spin in kJ/mol: 406.4
Highest occupied orbital energy in eV: -9.56
Largest force on an atom in hartree/bohr: 0.022
SMILES: C#C[C@]1(C)CO1
E_tot in Ha: -269.1915
Charge: 0

Each atom is followed by the atoms it is bonded to, with distances in Å.
Geometry (Å):
1 C 2.1672 -0.5503 -0.1362  C2 1.217, H7 1.064
2 C 1.1461 -0.6206 -0.7937  C1 1.217, C3 1.471
3 C -0.0697 -0.0451 -0.1979  C2 1.471, C4 1.501, C5 1.459, O6 1.473
4 C -1.2911 -0.9011 -0.0321  C3 1.501, H8 1.094, H9 1.093, H10 1.093
5 C -0.0958 1.4069 -0.0554  C3 1.459, O6 1.408, H11 1.082, H12 1.091
6 O 0.3552 0.6397 1.0351  C3 1.473, C5 1.408
7 H 2.9665 -0.4605 0.5599  C1 1.064
8 H -0.9957 -1.9192 0.2364  C4 1.094
9 H -1.8809 -0.9541 -0.9507  C4 1.093
10 H -1.8960 -0.4777 0.7738  C4 1.093
11 H -1.0440 1.8805 0.1621  C5 1.082
12 H 0.6382 2.0016 -0.6015  C5 1.091

Here are the natural (NBO) charges for atoms 1 to 2, given in e: atom 1 (C): -0.069, atom 2 (C): -0.133